1.
Below is C15H11ClFN5O2 in the gas phase at a distorted geometry, with properties calculated with ωB97M-V/def2-TZVPD.

The geometry in XYZ format:
```
35
Properties=species:S:1:pos:R:3
N 2.840 2.717 3.524
C 2.798 2.941 1.123
H -2.941 -0.776 -0.640
C 0.806 1.848 3.926
N 0.100 1.805 1.498
H -2.506 1.408 0.298
C -0.071 -4.076 -2.809
C -0.830 -1.805 -2.447
C -1.898 -0.614 -0.362
H 2.285 3.798 0.681
C -1.121 -2.880 -4.608
H 3.828 3.217 1.340
H -1.616 -1.357 0.385
N -0.489 0.492 -1.848
H -1.479 -2.818 -5.623
H -0.402 -4.886 -4.756
C -0.225 -2.973 -1.984
H 0.404 -4.964 -2.424
N 2.191 2.561 2.367
C 0.956 2.043 2.555
N -1.216 1.086 5.273
C 2.035 2.294 4.468
Cl 0.386 -3.037 -0.369
C -1.018 -0.631 -1.591
O -0.840 1.427 -0.915
O -0.953 -0.056 2.292
C -1.609 0.804 0.134
H 2.328 2.313 5.497
C -0.521 -4.026 -4.116
C -0.312 1.397 4.639
H 0.231 2.339 0.646
C -0.797 0.782 1.441
H 2.786 2.108 0.418
C -1.263 -1.790 -3.771
F -1.868 -0.688 -4.240
```

Output
E_HOMO = -0.33634 Ha

natural (NBO) population analysis, charges in e, atoms 1 to 6:
1. N -0.2565
2. C -0.4226
3. H 0.2369
4. C -0.2967
5. N -0.6260
6. H 0.2268



2.
Below is a molecular structure, C51H124N12O7 at a distorted geometry, with properties calculated with ωB97M-V/def2-TZVPD.

The geometry in XYZ format:
```
194
Properties=species:S:1:pos:R:3
H -1.790 -3.454 2.685
H 4.910 1.031 -4.468
H 2.292 -2.802 1.832
H 3.003 -3.514 1.185
C -1.922 3.288 0.956
H -1.039 -5.783 0.880
H 4.359 3.144 0.668
C -3.995 5.188 -1.667
H 3.913 2.015 5.381
N 1.599 1.122 3.912
H -6.525 -1.417 -4.330
H -5.111 5.428 2.248
C -4.985 -0.248 -3.252
N -3.211 3.232 0.387
H -0.676 -5.756 4.429
H 1.236 -0.626 1.251
H 6.337 2.444 0.490
H -3.916 3.182 2.333
H 7.013 1.423 -0.805
H -2.016 -4.291 1.117
C 4.727 0.476 3.052
C 2.171 3.440 0.600
H -2.716 0.663 -5.971
H 4.947 2.026 4.498
O -3.278 4.442 -3.835
H 5.178 0.377 0.796
H -0.313 -0.643 2.033
N -5.515 0.867 -3.753
H -4.668 0.708 -1.502
N 3.673 1.438 -0.247
C 6.118 1.931 -0.447
H 3.450 -2.681 -0.275
H -2.799 3.138 -0.996
H 0.923 0.676 -1.948
H -1.094 -0.302 -3.033
H -2.819 -6.968 1.857
H 3.474 2.209 1.791
C 1.252 1.675 -2.235
C 3.000 -1.322 2.791
H -1.928 2.388 -3.784
C -1.168 -0.382 -4.803
C 0.876 -4.446 2.015
H 1.810 -1.327 -0.777
H -1.113 1.279 -2.171
C 3.456 2.539 0.752
H 1.796 -2.765 -3.732
H -4.802 -1.937 -4.368
H 2.887 -0.658 -1.893
N 2.686 1.785 -2.462
H -2.117 1.278 -2.443
H 1.273 -4.735 -0.021
C 1.372 -2.989 2.386
H -3.348 1.045 0.730
O 0.094 1.221 0.031
C 3.528 -3.929 -3.200
C -0.385 -4.772 4.062
H -3.270 -0.176 -4.473
H 0.171 3.620 0.486
H -0.114 -2.099 -3.734
H -1.184 -3.778 5.819
C -1.668 -3.381 1.604
C -0.269 1.772 2.376
H 4.115 -3.448 -3.982
H -1.198 -2.759 4.455
H -0.356 -6.747 2.157
C -0.229 0.046 -0.036
H 1.268 2.868 0.813
H 1.920 -2.306 0.394
C 5.009 0.921 -0.133
H -2.550 1.323 -4.364
H -0.634 -3.355 1.260
N 1.335 -3.708 -1.896
H 2.576 3.025 3.391
N -2.662 3.253 -1.990
H -3.204 0.248 0.144
H 0.894 -0.061 2.276
H 1.658 -2.954 3.437
C 1.064 0.986 2.527
C -0.696 -2.630 -2.981
H 1.817 1.461 1.899
C 2.002 2.542 4.182
H 0.474 -1.855 -1.311
H -3.880 2.313 -3.359
O -3.996 -0.204 -2.567
H -0.790 2.510 -2.455
H 5.108 0.095 -0.837
H -1.035 -1.528 -0.946
H 0.133 -1.917 0.879
H -1.827 4.188 1.563
O 5.665 -0.221 2.711
C -0.740 3.381 -0.063
C -4.721 1.503 -0.759
H -1.040 1.453 3.077
H -0.179 1.277 -4.283
N -0.448 -4.677 2.607
H 5.282 2.700 -3.967
H 5.645 2.432 3.004
C -3.635 -0.661 -0.274
H 2.072 3.784 -0.429
C -3.404 1.824 -0.030
C -3.250 4.267 -2.598
H -0.979 -3.567 -3.460
H 0.033 1.132 5.261
H 0.634 1.976 -3.080
H -4.822 2.402 -1.367
H -0.224 2.855 2.492
H -5.231 3.327 1.086
O -2.184 -2.438 -1.036
C -2.416 -6.116 2.404
H 2.569 0.094 1.126
H 3.161 1.774 -1.571
C 1.305 -0.246 -4.514
C -1.405 -3.787 4.752
O 2.645 2.122 -4.689
H -2.621 1.690 -0.776
C 2.776 -0.822 -0.822
H 5.139 1.481 -2.724
C 2.619 0.432 0.091
H -6.355 0.879 -4.314
H 1.105 3.099 4.451
N -2.330 -2.156 1.189
H 1.661 0.932 -0.049
H -5.836 -2.164 -2.899
H 4.196 -4.195 -2.381
H -5.545 1.284 -0.080
H 3.185 3.600 5.771
H -2.476 0.261 -2.149
H 2.748 0.667 3.467
C 4.786 1.909 3.426
C 1.969 -4.180 -0.650
H 3.780 -1.901 2.296
H -3.061 -5.320 2.034
C -1.387 0.225 -2.125
H -4.997 4.760 -1.692
H -5.152 2.783 -4.416
H 0.897 2.346 -1.453
H -0.628 1.684 1.351
H -2.581 -6.274 3.470
H -0.878 4.151 -0.822
H -0.575 2.391 -0.488
C 0.182 -0.847 1.084
H 3.264 -4.859 -3.705
H 2.683 -1.899 3.659
C -4.222 3.616 1.381
C 2.297 -3.107 -2.827
C -0.968 -5.866 1.964
H 3.547 -1.516 -0.487
N -0.836 -0.544 -1.057
C 3.300 1.982 -3.667
C -1.830 2.297 -2.702
H -1.753 2.485 1.674
H -0.503 -3.083 -0.832
H 1.003 -1.516 4.039
H 2.626 -5.009 -0.912
H 3.852 2.431 3.218
H 1.897 -0.147 -3.605
H 5.757 2.647 -1.185
H 0.580 -4.592 4.536
H 2.161 4.305 1.263
H -2.866 -1.606 1.846
H 2.751 -2.198 -2.432
H 1.593 -5.217 2.295
C 4.754 1.785 -3.697
C 0.293 -0.879 4.566
H 1.790 0.345 -5.291
N 3.462 0.020 3.163
H -4.616 -0.840 0.166
H 0.689 -4.525 0.944
H -3.329 5.457 2.063
H -4.027 6.207 -2.052
C -2.472 0.401 -4.941
H 2.140 -1.228 2.128
C 0.832 0.470 4.928
N -0.106 0.280 -4.423
C -4.959 2.232 -3.495
H -5.558 2.791 -2.776
O -1.161 -1.557 -5.101
H 0.613 -2.251 2.124
H 2.473 2.071 6.271
H -3.524 5.183 -0.684
H -1.562 -1.995 -2.792
C 0.143 -2.828 -1.673
H 1.531 0.272 5.740
H 0.058 -1.391 5.499
C -2.642 -1.796 -0.079
H -0.593 -0.803 3.935
H -3.801 -0.393 -1.318
C -5.606 -1.529 -3.755
C 2.607 -3.138 0.242
C 2.982 2.578 5.452
H 1.320 -1.262 -4.908
H -2.439 -4.007 4.488
H -4.395 5.664 0.677
C -4.271 5.132 1.621
```

Output
E_HOMO = -0.27883 Ha
energy above the lowest of the compared OMol25 structures with the same formula, charge and spin = 931.3 kcal per mole

Löwdin population analysis, charges in e, atoms 1 to 6:
1. H 0.0805
2. H 0.0986
3. H -0.0212
4. H 0.0983
5. C -0.2280
6. H 0.1258



3.
Below is H2N4O3 in the gas phase at a distorted geometry, with properties calculated with ωB97M-V/def2-TZVPD.

The geometry in XYZ format:
```
9
Properties=species:S:1:pos:R:3
O 2.201 0.778 -0.942
N -0.536 0.129 1.366
O -1.570 -0.428 1.250
N -0.420 -0.362 -1.198
N 0.243 0.221 -0.166
H -1.402 -0.487 -0.975
O 0.045 0.666 2.222
H 0.021 -1.205 -1.554
N 1.419 0.688 -0.002
```

Output
E_HOMO = -0.35154 Ha
energy above the lowest of the compared OMol25 structures with the same formula, charge and spin = 51.8 kcal per mole

natural (NBO) population analysis, charges in e, atoms 1 to 6:
1. O -0.4045
2. N 0.6535
3. O -0.3257
4. N -0.6333
5. N -0.0435
6. H 0.4024



Which of these has the lowest E_HOMO?
H2N4O3